Entry 1:
104
Properties=species:S:1:pos:R:3 method="wB97M-V/def2-TZVPD" homo_energy_ev=-10.8 mol_weight_da=788.8 lumo_ev=-2.63 total_charge=+1 relative_energy_kj_mol=5.41 homo_lumo_gap_ev=8.1384
Ga 0.289 0.736 -1.397
C -5.430 -0.951 3.291
C -5.005 0.094 2.247
C -5.326 1.500 2.748
C -3.541 -0.118 1.908
C -3.172 -1.185 1.092
C -1.846 -1.544 0.905
C -1.493 -2.756 0.043
C -2.405 -2.904 -1.177
C -1.490 -4.074 0.839
C -0.831 -0.796 1.540
C -1.177 0.367 2.260
C -2.526 0.677 2.432
C -0.123 1.290 2.872
C 0.191 0.968 4.344
C -0.532 2.764 2.768
C 0.461 -1.522 1.823
C 0.389 -2.220 3.044
C 1.376 -3.081 3.478
C 2.483 -3.302 2.669
C 2.584 -2.620 1.474
C 1.608 -1.708 1.035
P 2.030 -0.850 -0.524
C 3.574 0.176 -0.128
C 3.143 1.343 0.777
C 4.659 -0.593 0.634
C 4.154 0.728 -1.438
C 2.417 -2.181 -1.807
C 3.767 -2.873 -1.589
C 2.414 -1.549 -3.206
C 1.293 -3.220 -1.750
H -6.495 -0.858 3.521
H -4.864 -0.806 4.216
H -5.244 -1.966 2.934
H -5.591 -0.089 1.340
H -4.872 1.684 3.725
H -6.405 1.618 2.862
H -4.974 2.272 2.055
H -3.954 -1.771 0.611
H -0.487 -2.585 -0.324
H -3.383 -3.307 -0.898
H -1.959 -3.601 -1.893
H -2.551 -1.943 -1.675
H -2.427 -4.180 1.393
H -0.667 -4.124 1.551
H -1.399 -4.927 0.157
H -2.782 1.560 3.012
H 0.786 1.156 2.293
H -0.726 1.002 4.942
H 0.887 1.709 4.750
H 0.642 -0.016 4.463
H -1.295 3.015 3.510
H -0.923 3.009 1.780
H 0.332 3.407 2.956
H -0.504 -2.084 3.650
H 1.272 -3.594 4.432
H 3.261 -3.997 2.966
H 3.457 -2.795 0.862
H 2.920 0.993 1.791
H 2.283 1.892 0.401
H 3.974 2.052 0.847
H 4.312 -0.939 1.605
H 5.477 0.114 0.813
H 5.074 -1.437 0.078
H 3.396 1.217 -2.055
H 4.648 -0.041 -2.033
H 4.906 1.480 -1.187
H 4.608 -2.178 -1.596
H 3.910 -3.561 -2.427
H 3.803 -3.472 -0.679
H 3.171 -0.774 -3.329
H 1.451 -1.123 -3.456
H 2.630 -2.337 -3.934
H 1.165 -3.651 -0.755
H 1.544 -4.032 -2.438
H 0.342 -2.796 -2.082
S 0.558 1.091 -3.655
C 1.796 2.306 -3.340
C 2.835 2.453 -4.257
C 3.868 3.351 -4.033
C 4.952 3.446 -4.982
N 5.826 3.510 -5.730
C 3.871 4.123 -2.866
C 2.830 3.992 -1.956
C 1.787 3.099 -2.180
S 0.517 2.967 -0.954
C 4.965 5.018 -2.568
N 5.844 5.713 -2.301
H 2.841 1.847 -5.154
H 2.836 4.591 -1.054
O -1.634 0.519 -1.378
S -2.394 1.598 -2.226
C -3.868 0.725 -2.835
C -5.012 1.060 -1.881
C -4.775 2.514 -1.471
C -3.319 2.561 -1.009
H -3.612 -0.329 -2.899
H -4.041 1.111 -3.840
H -4.959 0.415 -1.002
H -5.979 0.911 -2.359
H -5.447 2.843 -0.678
H -4.924 3.175 -2.329
H -3.168 2.038 -0.066
H -2.879 3.557 -0.959


Entry 2:
117
Properties=species:S:1:pos:R:3 method="wB97M-V/def2-TZVPD" homo_energy_ev=-11.9 mol_weight_da=985.4 lumo_ev=-4.81 total_charge=+2 relative_energy_kj_mol=78.89 homo_lumo_gap_ev=7.1010
Zr 0.166 -0.264 0.764
C -2.008 0.672 -4.455
C -1.480 0.730 -3.057
N -0.784 1.698 -2.604
O -0.564 2.677 -3.554
C -1.726 -0.399 -2.109
C -2.775 -1.416 -2.415
N -0.972 -0.482 -1.085
O -1.093 -1.529 -0.216
H -1.237 0.993 -5.153
H -2.844 1.365 -4.569
H -2.344 -0.325 -4.721
H 0.056 3.283 -3.126
H -3.656 -0.931 -2.835
H -3.048 -1.953 -1.512
H -2.412 -2.142 -3.147
N 2.343 -8.271 1.871
C 2.452 -6.916 1.790
C 1.336 -6.127 1.463
C 1.437 -4.755 1.422
C 2.656 -4.145 1.696
C 3.778 -4.910 2.003
C 3.676 -6.282 2.050
S 2.793 -2.420 1.799
O 2.253 -2.000 3.094
O 4.129 -1.998 1.508
N 1.729 -1.794 0.709
C 2.199 -1.624 -0.588
N 2.942 -2.536 -1.197
C 3.314 -2.233 -2.435
C 2.921 -1.060 -3.078
C 2.130 -0.192 -2.364
N 1.788 -0.455 -1.096
H 1.513 -8.732 1.546
H 3.166 -8.837 1.966
H 0.394 -6.610 1.235
H 0.575 -4.154 1.155
H 4.726 -4.425 2.194
H 4.547 -6.880 2.285
H 3.942 -2.959 -2.938
H 3.224 -0.841 -4.091
H 1.767 0.737 -2.787
O -0.151 -1.437 2.680
H -0.717 -1.248 3.435
H 0.772 -1.679 3.020
N 5.233 3.030 5.021
C 3.930 3.319 4.821
O 3.352 4.269 5.302
C 3.168 2.386 3.910
C 3.704 1.846 2.750
C 2.889 1.089 1.929
N 1.604 0.851 2.211
C 1.096 1.361 3.346
C 1.836 2.134 4.211
H 5.760 3.620 5.645
H 5.644 2.166 4.716
H 4.732 2.018 2.464
H 3.279 0.647 1.020
H 0.050 1.154 3.542
H 1.393 2.560 5.100
C -5.528 -0.880 7.461
C -4.719 -0.619 6.198
C -5.499 0.199 5.174
C -4.704 0.542 3.924
N -4.360 -0.684 3.201
C -3.340 -0.851 2.369
S -2.362 0.496 1.911
N -3.093 -2.057 1.854
C -3.735 -3.327 2.189
C -4.682 -3.800 1.091
C -5.945 -2.949 0.970
C -6.919 -3.137 2.130
H -4.964 -1.473 8.180
H -6.448 -1.421 7.233
H -5.807 0.056 7.947
H -4.411 -1.574 5.760
H -3.797 -0.085 6.451
H -5.825 1.137 5.628
H -6.414 -0.333 4.889
H -3.777 1.055 4.179
H -5.276 1.199 3.266
H -5.012 -1.447 3.303
H -2.432 -2.059 1.086
H -4.260 -3.225 3.138
H -2.941 -4.056 2.359
H -4.952 -4.840 1.291
H -4.135 -3.797 0.143
H -6.455 -3.207 0.041
H -5.665 -1.893 0.875
H -7.217 -4.183 2.219
H -7.822 -2.546 1.985
H -6.499 -2.847 3.098
N -0.242 1.861 0.351
S 0.094 3.299 0.991
C 1.202 4.120 -0.147
C 1.818 3.387 -1.148
C 2.705 4.033 -2.003
C 2.969 5.385 -1.841
C 2.355 6.100 -0.819
C 1.467 5.470 0.038
C -1.361 4.293 0.836
C -1.968 4.690 2.018
C -3.126 5.454 1.954
C -3.656 5.802 0.722
C -3.041 5.389 -0.457
C -1.884 4.633 -0.406
H -0.605 1.972 -0.601
H 1.610 2.330 -1.247
H 3.197 3.476 -2.790
H 3.659 5.884 -2.507
H 2.569 7.152 -0.688
H 0.982 6.028 0.830
H -1.540 4.413 2.973
H -3.606 5.781 2.866
H -4.553 6.405 0.674
H -3.461 5.667 -1.414
H -1.397 4.319 -1.320